# 1
{
  "formula": "C6H6",
  "method": "ωB97M-V/def2-TZVPD",
  "relative_energy_kcal_mol": 206.8,
  "energy_ev": -6310.2333,
  "spin_multiplicity": 1,
  "e_homo_ev": [-8.523, -8.525],
  "fmax_ev_per_a": 5.02,
  "symbols": ["C", "C", "C", "C", "C", "C", "H", "H", "H", "H", "H", "H"],
  "coordinates": [[1.08, 0.39, 0.18], [0.74, 2.08, 1.57], [0.52, -0.16, -1.17], [-0.49, -1.03, -0.35], [-0.13, 1.25, 0.93], [0.08, -0.30, 0.90], [-0.03, 0.48, -1.85], [1.14, -0.71, -1.73], [-1.71, -0.82, -0.60], [-0.37, -2.06, -0.34], [-0.99, 1.49, 0.48], [0.14, -0.63, 1.96]]
}

# 2
{
  "formula": "C4H12NO2",
  "method": "ωB97M-V/def2-TZVPD",
  "relative_energy_kcal_mol": 41.3,
  "energy_ev": -9926.4326,
  "total_charge": -1,
  "spin_multiplicity": 1,
  "e_homo_ev": -2.590,
  "fmax_ev_per_a": 3.72,
  "symbols": ["C", "C", "N", "C", "C", "O", "H", "H", "H", "H", "H", "H", "H", "H", "H", "H", "H", "H", "O"],
  "coordinates": [[1.93, -0.15, 1.09], [1.20, -0.84, -0.07], [-0.08, -1.46, 0.28], [-1.26, -0.77, -0.30], [-1.59, 0.62, 0.38], [-1.20, 0.73, 1.65], [2.19, -0.85, 1.87], [2.57, 0.64, 0.75], [1.11, 0.34, 1.69], [1.87, -1.71, -0.31], [1.01, -0.13, -0.86], [-0.30, -1.50, 1.27], [-1.02, -0.52, -1.34], [-2.09, -1.45, -0.26], [-2.75, 0.62, 0.30], [-1.18, 1.47, -0.21], [-0.69, 1.19, -2.32], [0.18, 2.03, -1.34], [0.09, 1.73, -2.25]]
}

# 3
{
  "formula": "C13H19ClN2OSi",
  "method": "ωB97M-V/def2-TZVPD",
  "relative_energy_kcal_mol": 7.2,
  "energy_ev": -39217.5341,
  "spin_multiplicity": 1,
  "e_homo_ev": -8.480,
  "fmax_ev_per_a": 3.45,
  "smiles": "C[Si](C)(CC[C@H]1COC(N)=N1)c1ccc(Cl)cc1",
  "symbols": ["Cl", "N", "O", "C", "C", "C", "C", "C", "C", "C", "N", "C", "C", "C", "C", "C", "C", "Si", "H", "H", "H", "H", "H", "H", "H", "H", "H", "H", "H", "H", "H", "H", "H", "H", "H", "H", "H"],
  "coordinates": [[1.62, -1.32, 4.86], [-0.07, -1.54, -1.25], [2.16, -1.61, -0.91], [0.88, -1.88, -0.44], [-0.41, -0.99, 3.12], [1.53, 0.38, 2.79], [-1.01, -0.46, 2.01], [0.91, 0.95, 1.68], [0.85, -0.58, 3.49], [-0.32, 0.47, 1.23], [0.65, -2.50, 0.75], [1.99, -1.21, -2.24], [0.10, 0.43, -2.71], [-2.45, 0.15, -0.88], [-1.60, 3.02, 0.27], [0.30, 1.36, -1.50], [0.48, -1.02, -2.41], [-1.08, 1.29, -0.23], [-0.86, -1.85, 3.61], [2.55, 0.62, 3.08], [-2.01, -0.76, 1.74], [1.42, 1.76, 1.18], [-0.24, -2.64, 1.19], [1.38, -2.81, 1.38], [2.55, -0.30, -2.40], [2.39, -2.06, -2.82], [-0.91, 0.54, -3.09], [0.73, 0.78, -3.54], [-3.34, 0.17, -0.26], [-2.02, -0.85, -0.91], [-2.72, 0.48, -1.90], [-0.78, 3.67, 0.03], [-2.53, 3.41, -0.20], [-1.77, 2.98, 1.34], [1.25, 1.20, -0.93], [0.27, 2.40, -1.90], [0.10, -1.67, -3.23]]
}

# 4
{
  "formula": "C38H57GeN3O2Si3Sr",
  "method": "ωB97M-V/def2-TZVPD",
  "relative_energy_kcal_mol": 0.0,
  "energy_ev": -129880.0770,
  "total_charge": 1,
  "spin_multiplicity": 2,
  "e_homo_ev": [-9.753, -10.051],
  "fmax_ev_per_a": 0.47,
  "symbols": ["Sr", "C", "C", "C", "C", "C", "C", "C", "C", "C", "C", "N", "C", "C", "C", "C", "C", "N", "H", "H", "H", "H", "H", "H", "H", "H", "H", "H", "H", "H", "H", "H", "H", "H", "H", "C", "O", "C", "C", "C", "C", "C", "C", "N", "C", "C", "C", "C", "C", "C", "C", "O", "H", "H", "H", "H", "H", "H", "H", "H", "H", "H", "H", "H", "H", "C", "Si", "C", "C", "Ge", "Si", "C", "C", "C", "Si", "C", "C", "C", "H", "H", "H", "H", "H", "H", "H", "H", "H", "H", "H", "H", "H", "H", "H", "H", "H", "H", "H", "H", "H", "H", "H", "H", "H", "H", "H"],
  "coordinates": [[0.20, 0.53, 1.78], [5.14, 3.37, 2.15], [4.54, 1.97, 2.21], [4.55, 1.26, 0.87], [5.74, 0.69, 0.42], [5.81, 0.01, -0.77], [4.67, -0.13, -1.55], [3.46, 0.41, -1.14], [2.23, 0.24, -2.00], [1.89, 1.47, -2.84], [3.42, 1.13, 0.07], [2.15, 1.63, 0.52], [1.95, 2.91, 0.45], [0.75, 3.56, 0.83], [0.47, 4.93, 0.72], [-0.83, 5.10, 1.20], [-1.28, 3.82, 1.55], [-0.34, 2.88, 1.34], [5.16, 3.83, 3.14], [4.56, 4.03, 1.49], [6.16, 3.35, 1.77], [3.52, 2.02, 2.60], [5.11, 1.37, 2.92], [6.63, 0.79, 1.04], [6.75, -0.43, -1.10], [4.71, -0.69, -2.48], [1.37, -0.05, -1.38], [2.40, -0.61, -2.67], [1.55, 2.31, -2.22], [1.12, 1.24, -3.58], [2.76, 1.82, -3.40], [2.75, 3.55, 0.05], [1.15, 5.69, 0.36], [-1.38, 6.02, 1.28], [-2.25, 3.55, 1.96], [-2.01, 1.80, -6.32], [-1.90, 1.77, -4.90], [-2.25, 2.90, -4.24], [-2.72, 4.07, -4.82], [-3.01, 5.16, -4.02], [-2.82, 5.12, -2.65], [-2.35, 3.96, -2.06], [-2.10, 2.85, -2.85], [-1.59, 1.64, -2.30], [-1.97, 0.99, -1.24], [-3.12, 1.13, -0.44], [-4.32, 1.75, -0.88], [-5.45, 1.68, -0.11], [-5.39, 1.00, 1.13], [-4.25, 0.40, 1.59], [-3.06, 0.47, 0.83], [-1.95, -0.03, 1.26], [-1.37, 2.57, -6.75], [-3.04, 1.96, -6.63], [-1.67, 0.82, -6.66], [-2.85, 4.14, -5.89], [-3.37, 6.07, -4.48], [-3.03, 5.99, -2.04], [-2.17, 3.90, -0.99], [-0.79, 1.26, -2.80], [-1.30, 0.18, -0.95], [-4.35, 2.24, -1.84], [-6.37, 2.12, -0.44], [-6.29, 0.95, 1.74], [-4.22, -0.11, 2.55], [2.25, -2.33, 3.90], [2.08, -3.19, 2.24], [2.32, -5.04, 2.47], [3.39, -2.53, 1.07], [-0.12, -2.87, 1.40], [-0.63, -3.79, -0.73], [0.85, -3.66, -1.87], [-2.09, -2.87, -1.48], [-1.09, -5.59, -0.47], [-1.85, -3.25, 2.99], [-1.53, -4.91, 3.82], [-1.82, -1.89, 4.29], [-3.52, -3.26, 2.15], [3.26, -2.45, 4.30], [1.55, -2.74, 4.64], [2.06, -1.25, 3.84], [3.31, -5.22, 2.90], [2.28, -5.57, 1.51], [1.57, -5.48, 3.13], [4.38, -2.86, 1.40], [3.43, -1.44, 1.03], [3.25, -2.88, 0.05], [1.04, -2.62, -2.16], [0.66, -4.23, -2.79], [1.76, -4.06, -1.42], [-1.73, -2.00, -2.05], [-2.81, -2.52, -0.74], [-2.62, -3.51, -2.19], [-0.30, -6.16, 0.02], [-1.30, -6.06, -1.44], [-2.00, -5.69, 0.15], [-0.66, -4.87, 4.48], [-1.37, -5.71, 3.09], [-2.40, -5.18, 4.43], [-0.91, -1.94, 4.89], [-2.67, -1.98, 4.98], [-1.89, -0.91, 3.82], [-3.62, -4.09, 1.44], [-3.72, -2.33, 1.61], [-4.30, -3.39, 2.90]]
}

# 5
{
  "formula": "C5H7NO",
  "method": "ωB97M-V/def2-TZVPD",
  "relative_energy_kcal_mol": 124.0,
  "energy_ev": -8830.8245,
  "spin_multiplicity": 1,
  "e_homo_ev": -9.113,
  "fmax_ev_per_a": 0.58,
  "symbols": ["C", "N", "C", "O", "C", "C", "C", "H", "H", "H", "H", "H", "H", "H"],
  "coordinates": [[2.49, 0.09, 0.63], [1.27, 0.86, 0.43], [0.24, 0.27, 0.05], [0.04, -1.07, -0.27], [-1.30, -0.82, -0.71], [-2.16, 0.42, 0.76], [-1.17, 0.71, -0.26], [3.33, 0.65, 0.21], [2.67, 0.00, 1.71], [2.47, -0.91, 0.19], [-1.42, -0.89, -1.80], [-2.02, -1.46, -0.19], [-3.13, 0.70, 0.28], [-1.31, 1.45, -1.05]]
}

# 6
{
  "formula": "C17H18F5NO5TeZr",
  "method": "ωB97M-V/def2-TZVPD",
  "relative_energy_kcal_mol": 44.4,
  "energy_ev": -51798.6260,
  "total_charge": 2,
  "spin_multiplicity": 1,
  "e_homo_ev": -16.565,
  "fmax_ev_per_a": 5.71,
  "symbols": ["Zr", "C", "C", "C", "C", "C", "C", "C", "C", "C", "C", "H", "H", "H", "H", "H", "H", "H", "H", "H", "H", "H", "H", "H", "H", "O", "C", "O", "C", "C", "C", "C", "C", "N", "C", "O", "O", "H", "H", "H", "H", "F", "Te", "F", "F", "F", "F", "O"],
  "coordinates": [[0.24, -0.40, -0.03], [0.10, 3.23, 2.63], [0.07, 2.86, 1.15], [-1.31, 2.34, 0.74], [1.11, 1.83, 0.76], [1.63, 1.82, -0.55], [2.65, 0.94, -0.91], [3.20, 0.05, 0.03], [4.34, -0.83, -0.36], [2.70, 0.07, 1.34], [1.66, 0.93, 1.70], [-0.56, 4.08, 2.81], [1.10, 3.51, 2.94], [-0.25, 2.40, 3.25], [0.28, 3.77, 0.57], [-1.60, 1.51, 1.40], [-1.32, 2.02, -0.32], [-2.05, 3.12, 0.86], [1.33, 2.60, -1.25], [3.10, 1.01, -1.90], [5.22, -0.23, -0.59], [4.11, -1.39, -1.27], [4.62, -1.52, 0.44], [3.18, -0.54, 2.10], [1.37, 1.00, 2.75], [-1.73, 0.39, -3.81], [-1.42, 0.15, -2.59], [-0.32, 0.41, -2.07], [-2.45, -0.45, -1.70], [-3.70, -0.96, -2.03], [-4.46, -1.52, -0.99], [-3.96, -1.56, 0.30], [-2.69, -1.04, 0.53], [-1.97, -0.49, -0.45], [-1.87, -1.07, 1.84], [-2.31, -1.48, 2.87], [-0.67, -0.57, 1.64], [-1.03, 0.79, -4.37], [-4.06, -0.95, -3.05], [-5.43, -1.93, -1.21], [-4.52, -2.00, 1.12], [-0.69, -2.64, -0.48], [1.25, -3.14, -0.80], [0.76, -4.63, 0.24], [0.60, -4.08, -2.30], [1.29, -2.20, 1.02], [3.04, -3.67, -0.51], [1.39, -1.52, -1.49]]
}

# 7
{
  "formula": "C2H5N3",
  "method": "ωB97M-V/def2-TZVPD",
  "relative_energy_kcal_mol": 59.1,
  "energy_ev": -6622.3757,
  "spin_multiplicity": 1,
  "e_homo_ev": -9.462,
  "fmax_ev_per_a": 5.31,
  "smiles": "[H]/N=C\\N/C=N/[H]",
  "symbols": ["C", "C", "H", "H", "H", "H", "H", "N", "N", "N"],
  "coordinates": [[1.38, 0.45, -0.16], [-1.06, -0.23, 0.26], [1.08, -1.28, 0.25], [2.23, 1.27, -0.25], [-0.01, 1.91, 0.29], [-0.43, -1.25, 0.35], [-2.83, -0.95, -0.30], [1.91, -0.74, -0.16], [0.00, 0.82, 0.02], [-2.27, 0.00, -0.30]]
}

# 8
{
  "formula": "C3H7NO2",
  "method": "ωB97M-V/def2-TZVPD",
  "relative_energy_kcal_mol": 57.0,
  "energy_ev": -8808.0552,
  "spin_multiplicity": 1,
  "e_homo_ev": -9.882,
  "fmax_ev_per_a": 2.26,
  "symbols": ["C", "C", "O", "C", "O", "N", "H", "H", "H", "H", "H", "H", "H"],
  "coordinates": [[1.74, 0.31, -0.61], [0.59, 1.08, -1.09], [-0.79, -1.25, -0.85], [-1.16, -0.52, 0.07], [-0.61, 0.66, 0.35], [-2.24, -0.89, 0.85], [1.85, -0.69, -1.03], [1.06, 0.22, 0.27], [2.65, 0.83, -0.31], [0.65, 2.16, -1.00], [-0.04, 0.65, -1.84], [-2.42, -0.44, 1.73], [-2.54, -1.85, 0.76]]
}